a | Density functional theory data (ωB97M-V/def2-TZVPD) for 2 unconnected molecules or ions with the total composition C5H13NO.

Properties
**HOMO (spin up / spin down)**: 1.15 / -5.48 eV
**Charge**: -1
**Molecular weight**: 103.165 g/mol
**Gap between HOMO and LUMO (spin up / spin down)**: 1.943 / 8.527 eV
**Spin multiplicity**: 2
**LUMO energy (spin up / spin down)**: 3.09 / 3.04 eV

Each line ends with the natural charge from an NBO analysis.
Cartesian coordinates (Å):
C: -4.228 -0.497 0.820  -0.639
C: -2.946 0.220 0.459  -0.290
C: -1.969 -0.294 -0.320  -0.006
N: -1.041 0.489 -0.980  -0.648
C: 0.509 0.641 -0.499  -0.398
C: 0.783 -0.296 0.583  -0.771
H: -4.920 -0.093 0.054  0.203
H: -4.178 -1.593 0.753  0.206
H: -4.767 -0.300 1.737  0.203
H: -2.913 1.245 0.825  0.192
H: -1.661 -1.335 -0.454  0.185
H: -1.283 1.475 -1.084  0.355
H: 0.717 1.635 -0.109  0.182
H: 1.000 0.493 -1.444  0.202
H: 0.617 -1.381 0.342  0.194
H: 0.195 -0.168 1.496  0.205
H: 1.752 -0.236 1.094  0.227
H: 6.828 0.080 -1.104  0.344
H: 6.730 0.568 0.231  0.296
O: 7.041 -0.273 -0.219  -1.243


b | Density functional theory data (ωB97M-V/def2-TZVPD) for 2 unconnected molecules or ions with the total composition C5H13NO.

Properties
**HOMO (spin up / spin down)**: 0.60 / -3.69 eV
**Charge**: -1
**Molecular weight**: 103.165 g/mol
**Gap between HOMO and LUMO (spin up / spin down)**: 3.449 / 7.685 eV
**Spin multiplicity**: 2
**LUMO energy (spin up / spin down)**: 4.05 / 3.99 eV

Each line ends with the natural charge from an NBO analysis.
Cartesian coordinates (Å):
C: 1.779 -0.911 -1.089  -0.627
C: 0.287 -0.470 -1.301  -0.406
C: -0.619 -1.248 -0.296  -0.391
C: -0.387 -0.566 1.088  -0.252
C: -1.958 1.185 1.633  -0.460
N: -0.935 0.758 0.962  -0.684
H: 2.471 -0.100 -1.319  0.194
H: 1.985 -1.238 -0.059  0.209
H: 1.965 -1.657 -1.885  0.187
H: 0.152 0.557 -1.041  0.219
H: -0.027 -0.632 -2.344  0.176
H: -1.684 -1.166 -0.574  0.197
H: -0.307 -2.297 -0.337  0.160
H: 0.722 -0.519 1.241  0.145
H: -0.711 -1.235 1.857  0.147
H: -2.124 2.264 1.560  0.135
H: -2.590 0.549 2.224  0.104
H: 1.075 1.999 -0.720  0.444
H: 0.019 2.189 0.386  0.513
O: 0.889 2.537 0.016  -1.009


Which one sits at the top of the stability order? b does.


a | Density functional theory data (ωB97M-V/def2-TZVPD) for C5H4N2O2 in the gas phase.

Properties
**HOMO**: -10.67 eV
**Molecular weight**: 124.099 g/mol
**Gap between HOMO and LUMO**: 10.634 eV
**Spin multiplicity**: 1
**SMILES**: N#C[C@@]1(C=O)CC(=O)N1
**LUMO energy**: -0.04 eV

Each line ends with the natural charge from an NBO analysis.
Cartesian coordinates (Å):
N: -2.568 -1.544 -0.247  -0.268
C: -1.592 -0.942 -0.125  0.260
C: -0.472 -0.044 0.082  -0.116
C: -0.992 1.371 0.273  0.439
O: -0.403 2.302 -0.185  -0.487
C: 0.595 -0.449 1.147  -0.468
C: 1.598 -0.471 -0.023  0.698
O: 2.800 -0.521 -0.180  -0.530
N: 0.565 -0.186 -0.905  -0.587
H: -1.871 1.554 0.922  0.147
H: 0.391 -1.408 1.602  0.250
H: 0.819 0.334 1.851  0.249
H: 0.688 0.589 -1.523  0.414


b | Density functional theory data (ωB97M-V/def2-TZVPD) for C5H4N2O2 in the gas phase.

Properties
**HOMO**: -9.62 eV
**Molecular weight**: 124.099 g/mol
**Gap between HOMO and LUMO**: 10.137 eV
**Spin multiplicity**: 1
**SMILES**: N#C[C@@H](O)c1cnco1
**LUMO energy**: 0.52 eV

Each line ends with the natural charge from an NBO analysis.
Cartesian coordinates (Å):
N: -2.890 0.938 -1.185  -0.298
C: -2.223 0.455 -0.392  0.224
C: -1.306 -0.162 0.609  0.010
O: -1.625 -1.541 0.607  -0.686
C: 0.352 0.193 0.044  0.257
C: 1.139 0.046 -1.092  -0.121
N: 2.352 0.261 -0.712  -0.441
C: 2.368 0.536 0.557  0.283
O: 1.102 0.475 1.092  -0.400
H: -1.642 0.230 1.623  0.254
H: -1.702 -1.909 -0.348  0.489
H: 0.880 -0.311 -2.049  0.222
H: 3.197 0.788 1.247  0.209


c | Density functional theory data (ωB97M-V/def2-TZVPD) for C5H4N2O2 in the gas phase.

Properties
**HOMO**: -9.08 eV
**Molecular weight**: 124.099 g/mol
**Gap between HOMO and LUMO**: 8.126 eV
**Spin multiplicity**: 1
**SMILES**: O=Cc1ccnnc1O
**LUMO energy**: -0.96 eV

Each line ends with the natural charge from an NBO analysis.
Cartesian coordinates (Å):
O: -1.893 -1.055 1.475  -0.566
C: -1.708 -0.898 0.266  0.410
C: -0.523 -0.325 -0.332  -0.271
C: -0.428 0.061 -1.661  -0.167
C: 0.641 0.941 -1.924  -0.068
N: 1.642 1.187 -0.989  -0.135
N: 1.605 0.666 0.141  -0.236
C: 0.532 -0.009 0.673  0.533
O: 0.610 -0.341 1.948  -0.606
H: -2.638 -1.138 -0.369  0.137
H: -1.239 -0.188 -2.422  0.243
H: 0.647 1.454 -2.918  0.214
H: -0.321 -0.550 2.137  0.514


Which one sits at the top of the stability order? a does.


a | Density functional theory data (ωB97M-V/def2-TZVPD) for 2 unconnected molecules or ions with the total composition C4H8BrNO.

Properties
**HOMO**: -7.98 eV
**Molecular weight**: 166.018 g/mol
**Gap between HOMO and LUMO**: 8.506 eV
**Spin multiplicity**: 1
**LUMO energy**: 0.53 eV

Each line ends with the natural charge from an NBO analysis.
Cartesian coordinates (Å):
C: -0.813 -1.447 -0.405  0.768
C: -0.042 1.355 -1.050  -0.705
C: -0.025 0.950 1.459  -0.698
C: 0.349 0.503 0.091  -0.107
N: -0.003 -2.424 -0.166  -0.848
O: -1.918 -1.186 -0.805  -0.570
Br: 2.196 0.021 -0.152  -0.024
H: -1.077 1.075 -1.234  0.248
H: 0.191 2.493 -0.785  0.197
H: 0.650 1.097 -1.890  0.228
H: 0.360 2.001 1.644  0.213
H: -1.157 0.867 1.529  0.237
H: 0.334 0.192 2.168  0.226
H: 1.040 -2.096 -0.163  0.428
H: -0.086 -3.400 -0.242  0.408


b | Density functional theory data (ωB97M-V/def2-TZVPD) for 2 unconnected molecules or ions with the total composition C4H8BrNO.

Properties
**HOMO**: -9.28 eV
**Molecular weight**: 166.018 g/mol
**Gap between HOMO and LUMO**: 9.191 eV
**Spin multiplicity**: 1
**LUMO energy**: -0.09 eV

Each line ends with the natural charge from an NBO analysis.
Cartesian coordinates (Å):
C: 0.013 0.231 0.541  0.433
C: -0.377 1.558 1.082  -0.674
C: -0.645 -0.967 1.109  -0.698
C: 0.851 -0.613 -1.457  0.368
N: 0.706 0.375 -0.567  -0.595
O: 1.574 -0.254 -2.526  -0.691
Br: -1.049 -1.396 -2.147  -0.238
H: -1.375 1.905 0.580  0.243
H: 0.356 2.193 0.622  0.252
H: -0.460 1.457 2.117  0.214
H: -0.412 -0.986 2.125  0.233
H: -0.357 -1.891 0.733  0.247
H: -1.771 -0.523 1.174  0.264
H: 1.271 -1.847 -0.822  0.142
H: 1.676 0.758 -2.564  0.500


Which one sits at the top of the stability order? a does.


a | Density functional theory data (ωB97M-V/def2-TZVPD) for C2H4N2OS in the gas phase.

Properties
**HOMO**: -9.19 eV
**Molecular weight**: 104.134 g/mol
**Gap between HOMO and LUMO**: 8.363 eV
**Spin multiplicity**: 1
**SMILES**: N/C(C=S)=N\O
**LUMO energy**: -0.83 eV

Each line ends with the natural charge from an NBO analysis.
Cartesian coordinates (Å):
N: 0.107 1.273 -0.064  -0.798
C: 0.107 -0.073 -0.012  0.258
C: 1.355 -0.812 -0.027  -0.280
S: 2.828 -0.113 -0.038  0.038
N: -0.894 -0.877 -0.020  -0.153
O: -2.131 -0.132 -0.055  -0.599
H: 0.945 1.785 0.027  0.411
H: -0.734 1.714 0.184  0.405
H: 1.217 -1.917 0.029  0.232
H: -2.800 -0.848 -0.025  0.485


b | Density functional theory data (ωB97M-V/def2-TZVPD) for C2H4N2OS in the gas phase.

Properties
**HOMO**: -9.23 eV
**Molecular weight**: 104.134 g/mol
**Gap between HOMO and LUMO**: 9.339 eV
**Spin multiplicity**: 1
**SMILES**: [H]/N=C\NOC=S
**LUMO energy**: 0.10 eV

Each line ends with the natural charge from an NBO analysis.
Cartesian coordinates (Å):
H: 2.579 1.138 0.744  0.340
N: 1.669 1.568 0.809  -0.634
C: 0.707 0.909 0.419  0.269
N: 0.559 -0.446 0.027  -0.352
O: -0.460 -0.613 -0.930  -0.353
C: -1.623 -0.982 -0.415  0.018
S: -3.039 -0.895 -1.184  -0.013
H: -0.292 1.410 0.346  0.162
H: 1.411 -0.812 -0.458  0.377
H: -1.511 -1.276 0.643  0.186


c | Density functional theory data (ωB97M-V/def2-TZVPD) for 2 unconnected molecules or ions with the total composition C2H4N2OS.

Properties
**HOMO**: -8.23 eV
**Molecular weight**: 104.134 g/mol
**Gap between HOMO and LUMO**: 8.719 eV
**Spin multiplicity**: 1
**LUMO energy**: 0.49 eV

Each line ends with the natural charge from an NBO analysis.
Cartesian coordinates (Å):
C: 0.994 -0.155 -0.284  0.063
C: -1.201 -0.259 0.279  -0.257
N: 1.597 1.896 -0.202  -0.007
N: 2.605 2.166 0.176  -0.066
O: 0.020 -0.839 0.222  -0.516
S: 2.501 -0.932 -0.049  0.049
H: -1.211 0.587 -0.491  0.210
H: -1.285 -0.057 1.421  0.194
H: -1.936 -1.046 0.090  0.194
H: 2.964 0.275 -0.395  0.137


Which one sits at the top of the stability order? a does.